Record 1
{"formula": "C14H39KNO14P", "method": "ωB97M-V with the def2-TZVPD basis set", "de_lowest_kj_mol": 1128.1, "homo_lumo_gap_ha": 0.069, "charge": -2, "elements": ["K", "P", "O", "O", "O", "O", "O", "O", "O", "O", "O", "O", "O", "O", "O", "O", "N", "C", "C", "C", "C", "C", "C", "C", "C", "C", "C", "C", "C", "C", "C", "H", "H", "H", "H", "H", "H", "H", "H", "H", "H", "H", "H", "H", "H", "H", "H", "H", "H", "H", "H", "H", "H", "H", "H", "H", "H", "H", "H", "H", "H", "H", "H", "H", "H", "H", "H", "H", "H", "H"], "coordinates": [[-0.68055, -0.46192, -0.38173], [-5.04128, -1.46137, -2.75925], [-5.66698, -3.92391, 2.22227], [1.24473, 0.44172, 3.91594], [-0.89506, -5.47963, -0.16897], [-3.91223, -0.90087, -3.71108], [-4.43738, -2.73230, -2.10710], [-5.18465, -0.35987, -1.69977], [3.02446, 4.57681, 2.67811], [-1.84077, -6.67380, -2.70806], [-6.31144, -1.80404, -3.58217], [-4.43429, -1.17934, 2.87315], [3.85973, 0.50382, -0.44803], [-0.99466, 2.73778, -4.51224], [0.16435, -1.65495, 5.46303], [-2.99717, 2.59799, -6.74450], [2.67183, 3.24195, -0.22511], [3.95632, -0.85322, -1.01583], [-1.72312, 3.23649, -6.87908], [1.55788, -1.57302, 5.30225], [-0.48249, -6.66964, -2.36688], [-0.34255, -6.65568, -0.81505], [4.00497, 2.94132, -0.79445], [-1.13704, 3.75400, -5.48880], [-5.49338, -1.85283, 3.59193], [2.01648, -0.14595, 5.00686], [3.49543, 5.05778, 1.44770], [-5.39860, -3.43548, 3.48970], [4.17981, 1.51846, -1.39807], [2.54877, 4.63281, 0.20771], [3.86500, 4.99951, 3.79164], [5.19493, 1.35822, -1.76132], [-1.72898, -5.27710, -0.59928], [0.72577, -6.74484, -0.61794], [0.03922, -7.55810, -2.72262], [3.78120, -1.62427, -0.26555], [4.92699, -1.00590, -1.48762], [3.53468, 6.14306, 1.54115], [1.79011, -2.30933, 4.53283], [4.74674, 2.87488, 0.00145], [4.82801, 4.48914, 3.77642], [4.07812, 6.05715, 3.63645], [-0.17774, -1.00965, 4.84000], [-0.03971, -5.78615, -2.82676], [1.52572, 4.80764, 0.54073], [-1.83841, 4.08897, -7.54847], [1.75535, 0.36897, 5.93139], [3.49044, 1.45634, -2.24010], [-5.52062, -1.56475, 4.64282], [-2.06550, -5.74324, -2.63623], [-5.27598, -3.36506, 1.54669], [1.66926, 1.26211, 3.65455], [3.08434, 0.04028, 4.89245], [-0.20621, 4.31491, -5.57267], [2.05376, -1.88398, 6.22176], [-4.77143, -0.93360, 2.00854], [2.62481, 5.28377, -0.66324], [4.49448, 4.76018, 1.12920], [3.29172, -1.00586, -1.86619], [-5.99557, -3.81271, 4.32002], [-4.34843, -3.64520, 3.69284], [-0.90424, -7.54773, -0.53785], [-1.86812, 4.38066, -4.97799], [-0.97254, 2.57771, -7.31582], [-2.98565, 1.83373, -6.16367], [2.07832, 3.07172, -1.02440], [-6.43620, -1.47418, 3.19721], [4.25673, 3.74399, -1.48760], [-1.70572, 2.10915, -4.65657], [3.25415, 4.84638, 4.68131]], "forces_ev_per_angstrom": [[-0.5, -0.1, -0.3], [-0.1, -0.6, -1.3], [-1.2, -0.8, 0.0], [0.6, -1.0, 0.9], [1.1, -1.1, -0.6], [0.3, 0.0, 0.1], [0.3, -0.2, 0.2], [-0.4, 0.5, 0.7], [0.8, -0.5, 0.7], [-0.1, -0.2, -0.2], [0.7, 0.5, 0.9], [-0.4, -0.6, 0.9], [0.2, -1.1, -0.4], [1.0, -0.6, -0.6], [-0.1, 0.5, 0.6], [0.6, 1.0, -0.4], [1.2, -0.7, -0.1], [0.2, 1.4, -0.3], [0.5, 0.1, 1.8], [0.5, -0.3, -0.8], [0.3, 0.6, 1.3], [-0.6, 0.7, -1.3], [0.3, -1.1, 1.3], [-1.8, -0.3, -0.1], [0.0, -0.7, -0.9], [-1.0, 0.7, 0.1], [-1.0, 0.0, -2.1], [1.4, 2.9, 0.2], [-1.5, 0.3, 0.0], [-0.1, 0.1, 1.4], [-1.0, 0.0, -1.7], [0.2, 0.3, -0.1], [-0.3, 0.1, 0.0], [-0.1, 0.1, 0.6], [-0.2, -0.2, -0.2], [-0.1, 0.5, 0.2], [0.6, 0.1, 0.4], [-0.2, 0.4, -0.4], [0.6, 0.2, -0.3], [0.0, 0.7, 0.3], [-0.1, -0.3, 0.3], [0.0, 0.3, 0.3], [-0.5, 0.1, -0.2], [0.5, 0.0, 0.1], [-0.1, -0.3, 0.2], [-0.2, 0.0, 0.1], [-0.1, 0.4, 0.2], [-0.1, -0.3, -0.4], [0.6, 0.1, 0.1], [-0.9, 0.2, -0.4], [0.2, 0.2, -0.2], [0.0, 0.1, -0.1], [0.1, -0.6, -0.4], [0.1, -0.3, -0.3], [-0.1, 0.0, 0.1], [0.0, 0.1, -0.3], [0.8, 0.7, 0.1], [0.4, -0.4, 0.7], [-0.6, 0.2, 0.2], [-0.4, -0.6, -0.5], [0.2, -0.1, 0.6], [0.2, -0.1, 0.6], [-0.3, 0.9, -0.8], [0.0, -0.3, -0.1], [0.1, -0.3, 0.1], [-0.8, 0.1, 0.2], [-0.3, -0.4, -0.2], [0.6, -0.2, -0.5], [-0.2, -0.3, 0.4], [0.4, -0.1, 0.0]]}



Record 2
{"formula": "C14H3Cl4N2O7PtS", "method": "ωB97M-V with the def2-TZVPD basis set", "homo_lumo_gap_ha": [0.148, 0.145], "charge": -1, "elements": ["Pt", "Cl", "Cl", "Cl", "Cl", "S", "O", "O", "O", "O", "O", "O", "O", "N", "N", "C", "C", "C", "C", "C", "C", "C", "C", "C", "C", "C", "C", "C", "C", "H", "H", "H"], "coordinates": [[-0.33848, -0.99383, 0.25010], [1.10992, -3.53962, -6.12340], [3.34062, -1.42803, -5.77370], [-0.86698, -4.14202, -3.79970], [3.57332, 0.16757, -3.08680], [-1.90898, -2.34233, 1.59970], [1.42912, -0.45603, -1.21520], [-1.30358, 4.00698, 3.86750], [-2.64218, 2.52857, -0.85070], [1.13632, -1.12333, 2.01760], [2.03012, 0.05467, 3.68140], [-0.41388, -2.47243, -1.45040], [-1.74908, 0.48537, -0.90610], [-1.84508, -0.61563, 3.80560], [-0.41798, 0.91987, 1.33130], [-1.29938, 1.84197, 0.97920], [-1.83418, -1.32102, 2.88960], [-0.03878, 2.02717, 3.38200], [1.23762, -0.12213, 2.77560], [0.31912, -2.90973, -3.63600], [-1.61128, 2.91008, 1.79410], [0.36292, -2.20453, -2.40810], [-0.98238, 2.99577, 3.03970], [-1.97238, 1.61597, -0.40770], [2.31492, -0.97663, -3.32670], [2.22372, -1.69373, -4.49990], [1.21162, -2.65882, -4.65940], [1.38672, -1.14963, -2.26010], [0.21262, 1.00117, 2.49330], [-2.32978, 3.64638, 1.47380], [0.49582, 2.04598, 4.31990], [-0.83018, 3.90188, 4.70360]], "forces_ev_per_angstrom": [[1.7, 0.3, -0.4], [-0.1, -0.2, -0.3], [0.1, 0.1, -0.1], [-0.2, -0.1, 0.1], [0.0, 0.2, 0.0], [1.0, 0.9, -1.7], [-1.3, 0.8, 1.8], [0.0, 0.1, 0.2], [-0.3, 0.3, -0.2], [-0.4, -1.6, -1.7], [0.1, -0.2, 0.1], [-1.3, 1.1, 2.8], [0.3, -1.4, -0.9], [0.0, 0.0, 0.1], [-0.2, -1.9, -0.1], [-0.8, 0.2, -1.0], [-0.4, 0.4, 1.0], [0.1, 0.0, -0.4], [-0.6, 1.6, 0.6], [0.2, -0.3, 0.1], [0.3, -0.1, 0.3], [1.6, 1.1, -1.1], [0.2, -0.5, -0.4], [0.2, 0.7, 1.3], [0.2, -0.2, 0.1], [-0.1, 0.1, 0.3], [-0.2, 0.0, 0.3], [-0.9, -1.2, -1.0], [0.6, -0.3, 0.4], [-0.1, 0.0, -0.1], [0.1, -0.1, 0.1], [-0.1, 0.0, -0.1]]}



Record 3
{"formula": "C14H40Ag2N5O5", "method": "ωB97M-V with the def2-TZVPD basis set", "homo_lumo_gap_ha": 0.122, "charge": 1, "elements": ["Ag", "Ag", "O", "O", "O", "O", "O", "N", "N", "N", "N", "N", "C", "C", "C", "C", "C", "C", "C", "C", "C", "C", "C", "C", "C", "C", "H", "H", "H", "H", "H", "H", "H", "H", "H", "H", "H", "H", "H", "H", "H", "H", "H", "H", "H", "H", "H", "H", "H", "H", "H", "H", "H", "H", "H", "H", "H", "H", "H", "H", "H", "H", "H", "H", "H", "H"], "coordinates": [[-6.58256, 5.08963, -0.09073], [-6.16745, 0.98889, -3.02608], [-3.46453, 2.16765, 0.36321], [-2.43166, -5.68235, -3.59105], [4.32625, 5.38972, -4.59334], [-5.76024, -4.37704, 3.70754], [-1.00947, -0.66917, 7.62750], [-5.00003, -2.47664, 2.86168], [1.71940, 1.66357, 6.89677], [-6.41794, -3.72891, 1.72837], [7.61233, 5.07840, -5.92875], [-2.42399, -2.55125, -4.05287], [3.66893, 5.14401, -3.39369], [-1.67153, -4.95107, -4.54125], [5.83629, 3.68132, -6.68066], [-0.48190, -1.97835, 7.74397], [5.66455, 4.93028, -4.55139], [6.19623, 4.96261, -5.93610], [1.02751, 0.74268, 7.70574], [-0.70187, -3.45703, -2.67530], [-1.24277, -3.51413, -4.16891], [0.56939, 1.50362, 8.97694], [-5.68628, -3.60253, 2.80010], [-0.21025, 0.21535, 6.85662], [-2.19917, 2.46077, 0.90141], [-3.04545, -6.85154, -4.10473], [0.17652, -0.22612, 5.93813], [2.58322, 5.15189, -3.48997], [2.40578, 2.08452, 7.50651], [1.18729, 2.50472, 6.72520], [-4.34466, -2.42945, 3.62874], [-1.47244, 2.96458, 0.26411], [6.28408, 2.83058, -6.16702], [-3.49317, -6.67480, -5.08269], [-0.01298, -2.40615, 6.85786], [1.62258, -0.10650, 8.04171], [-2.34091, 3.02191, 1.82506], [3.98607, 4.25666, -2.84585], [-4.79398, -1.88177, 2.07189], [-0.75496, 1.13431, 6.64004], [7.85946, 4.95921, -6.90077], [-0.17976, -2.52221, -2.47133], [0.40822, 0.69558, 9.69051], [7.65331, 6.03590, -5.60997], [-7.00095, -4.53445, 1.55149], [-2.31394, -7.65221, -4.21391], [-0.74058, -5.46751, -4.77517], [6.33478, 5.56583, -3.97263], [-2.34825, -2.23477, -3.09673], [0.29885, -2.02620, 8.50308], [-1.76139, 1.49140, 1.13966], [5.85584, 5.85855, -6.45525], [-1.19856, -2.71279, 8.11153], [-6.19318, -3.16854, 0.91870], [-0.42174, -3.25928, -4.83904], [-1.42677, -3.59252, -1.87265], [6.07177, 3.74630, -7.74294], [4.75188, 3.69048, -6.79048], [-3.86230, -7.20616, -3.47616], [-0.33302, 2.09517, 8.82261], [3.88872, 5.92437, -2.66511], [1.29276, 2.21637, 9.37296], [-2.24960, -4.76584, -5.44658], [-0.04081, -4.30174, -2.48146], [5.70960, 3.93784, -4.10292], [-3.21069, -3.17558, -3.94604]], "forces_ev_per_angstrom": [[0.4, -0.3, 0.1], [0.3, 0.1, 0.2], [0.6, 0.3, -0.3], [-0.2, 0.9, 0.3], [0.1, -0.5, 0.0], [0.3, -1.6, 1.9], [-0.3, -0.3, -0.8], [2.4, 2.6, 0.5], [2.1, 0.9, -1.3], [-2.1, -0.1, -4.3], [0.7, -0.1, 0.8], [0.6, -0.7, -0.9], [-0.3, 0.7, 1.4], [0.2, 0.7, -0.3], [-1.1, 1.2, -0.6], [0.7, -0.3, 0.7], [-0.2, 0.5, 0.2], [-0.8, -1.4, -1.4], [-2.5, 0.4, 0.7], [1.0, -1.1, -0.7], [-1.1, -0.3, 4.1], [-0.5, -1.4, 0.1], [-0.5, -0.6, 1.3], [1.6, 0.3, 1.9], [-1.9, 0.1, 0.0], [0.2, 0.0, -0.5], [-0.1, -0.2, -0.1], [0.1, -0.2, -0.5], [0.8, -0.2, -0.1], [-0.9, -0.1, -0.3], [-0.1, 0.1, -0.1], [-0.1, 0.1, -0.5], [-0.3, -0.1, -0.3], [0.0, 0.2, -0.2], [-0.2, 0.4, -0.5], [0.4, 0.1, -0.4], [0.4, 0.1, 0.3], [0.0, -0.6, -0.5], [-0.1, -0.3, 0.2], [-0.5, -0.3, -0.1], [0.8, 0.6, 0.0], [0.1, 0.0, -0.2], [-0.5, 0.5, 0.6], [1.6, 0.3, -0.4], [0.4, 0.1, 0.4], [0.1, -0.1, 0.0], [0.0, -0.4, -0.2], [-0.3, 0.4, 0.6], [0.0, 0.6, -0.1], [0.3, 0.3, 0.2], [0.3, -0.4, 0.2], [-1.1, -0.1, 0.0], [-0.6, 0.5, -0.3], [-0.2, -0.2, 0.1], [-0.5, 0.5, -0.2], [-0.7, 0.1, -0.5], [0.9, -0.2, 0.0], [-0.3, -0.7, 0.7], [0.3, 0.3, 0.4], [-0.3, -0.3, -0.1], [0.1, 0.5, 0.1], [0.4, -0.3, -0.1], [-0.2, -0.6, -0.4], [0.5, 0.2, -0.1], [0.1, -0.2, -0.1], [-0.5, -0.2, -0.4]]}



Computed values of calculated total energy (unit: hartree) for the preceding records, in sequence: -2605.9723, -3529.8144, -1500.6749.